Entry 1:
14
Properties=species:S:1:pos:R:3:forces:R:3 method="wB97M-V/def2-TZVPD" homo_lumo_gap_ev=10.01 molar_mass_da=174.07 homo_ev=-9.341 total_charge=0 smiles="FC(F)=C(F)F.COC#CF" e_above_lowest_kcal_mol=128.0
F 0.475 -2.644 0.218 0.069 0.667 0.618
C 1.216 -1.626 0.739 -1.254 -2.893 -0.964
F 1.272 -1.734 2.043 0.284 0.861 -0.297
C 1.831 -0.916 -0.162 1.701 1.295 -0.702
F 1.763 -1.076 -1.492 -0.395 -0.084 1.359
F 2.682 0.051 0.142 -0.141 0.025 0.049
C -2.029 0.233 -0.866 -2.331 1.020 3.065
O -0.679 0.317 -0.417 -0.544 -1.768 -1.187
C -0.246 1.326 0.218 0.704 2.696 1.988
C 0.133 2.184 0.989 0.107 -0.959 -1.090
F 0.831 3.155 1.508 -0.467 -0.241 -0.083
H -2.155 0.430 -1.871 0.481 0.322 -2.384
H -2.679 1.116 -0.369 1.337 -2.369 -0.582
H -2.413 -0.817 -0.681 0.451 1.428 0.210


Entry 2:
85
Properties=species:S:1:pos:R:3:forces:R:3 method="wB97M-V/def2-TZVPD" multiplicity=2 homo_lumo_gap_ev="6.62 / 7.04" molar_mass_da=901.35 homo_ev="-13.464 / -13.383" total_charge=+2
Cr 0.240 0.265 -0.294 -0.086 0.227 -0.020
N -1.428 0.921 -4.192 0.005 -0.006 0.019
C -0.935 0.444 -3.046 -0.066 -0.035 -0.188
S -0.048 1.602 -2.034 -0.068 -0.127 -0.032
N -1.097 -0.815 -2.754 0.295 0.120 0.468
N -0.504 -1.124 -1.550 -0.293 0.165 -0.078
C -0.644 -2.327 -1.091 0.086 -0.184 0.067
C -1.417 -3.407 -1.725 -0.019 0.096 0.113
C -2.363 -4.072 -0.944 -0.143 -0.069 -0.006
C -3.151 -5.067 -1.497 0.091 0.058 -0.065
C -2.971 -5.423 -2.827 -0.002 -0.015 0.014
C -2.015 -4.778 -3.600 -0.023 0.002 0.036
C -1.248 -3.761 -3.058 0.064 -0.018 -0.117
C 0.020 -2.559 0.211 0.001 0.060 -0.111
C 0.229 -3.831 0.728 -0.045 0.080 -0.030
C 0.896 -3.965 1.931 0.008 0.044 0.036
C 1.331 -2.827 2.595 -0.026 0.087 -0.049
C 1.101 -1.595 2.015 0.043 -0.032 0.017
N 0.471 -1.451 0.841 0.078 -0.186 0.054
H -1.313 1.886 -4.448 -0.007 -0.054 0.023
H -1.936 0.304 -4.806 -0.001 0.004 -0.005
H -2.507 -3.798 0.095 0.016 0.020 0.024
H -3.892 -5.568 -0.893 -0.055 -0.036 0.038
H -3.571 -6.209 -3.260 -0.030 -0.035 -0.021
H -1.870 -5.065 -4.630 0.007 -0.023 -0.076
H -0.511 -3.256 -3.666 -0.003 0.035 0.002
H -0.118 -4.696 0.182 0.013 0.010 -0.001
H 1.075 -4.946 2.344 0.021 -0.055 0.044
H 1.847 -2.887 3.541 0.026 -0.006 0.045
H 1.424 -0.677 2.495 -0.015 -0.121 -0.031
C -0.248 4.008 1.192 0.048 0.352 0.008
C -1.544 3.876 0.390 0.087 -0.055 -0.142
C -2.530 2.860 0.958 -0.213 0.001 0.216
Sb -2.248 0.787 0.535 0.400 0.140 -0.551
C -3.613 0.448 -1.018 -0.117 -0.131 0.069
C -3.986 1.465 -1.887 0.050 0.081 0.004
C -4.852 1.194 -2.935 -0.040 -0.067 -0.030
C -5.329 -0.096 -3.127 0.048 0.038 0.050
C -4.952 -1.114 -2.262 -0.029 0.020 -0.042
C -4.103 -0.842 -1.204 -0.017 -0.078 0.071
C -3.113 -0.153 2.181 -0.042 -0.134 0.008
C -2.362 -0.935 3.051 0.125 -0.019 0.052
C -2.971 -1.530 4.145 -0.020 0.026 -0.023
C -4.328 -1.342 4.365 0.040 -0.037 0.037
C -5.078 -0.565 3.494 -0.054 0.033 -0.030
C -4.477 0.029 2.395 -0.031 -0.065 0.081
Sb 0.854 2.231 1.536 -0.115 -0.216 -0.078
C 2.249 2.004 -0.046 0.156 -0.067 0.008
C 2.599 2.956 -1.003 -0.144 0.015 -0.035
C 3.383 2.591 -2.083 0.032 0.026 -0.069
C 3.798 1.273 -2.259 0.012 -0.054 0.017
C 3.469 0.315 -1.320 -0.078 0.105 0.070
C 2.705 0.683 -0.205 0.083 -0.054 -0.085
C 2.069 2.793 3.145 0.079 -0.062 0.129
C 2.453 4.125 3.258 0.035 0.023 0.056
C 3.313 4.506 4.277 -0.035 0.027 -0.038
C 3.788 3.565 5.176 0.031 -0.010 0.041
C 3.404 2.237 5.066 -0.020 -0.017 -0.001
C 2.542 1.849 4.051 -0.020 -0.047 0.020
H -0.472 4.351 2.208 0.002 0.030 -0.089
H 0.416 4.756 0.747 -0.098 -0.071 0.022
H -1.336 3.668 -0.665 0.025 0.012 0.145
H -2.026 4.857 0.408 -0.033 0.010 -0.003
H -2.575 2.914 2.052 -0.008 0.055 -0.093
H -3.544 3.041 0.591 0.077 0.076 0.040
H -3.614 2.477 -1.759 0.016 0.006 0.021
H -5.162 1.987 -3.600 -0.007 0.060 -0.038
H -6.003 -0.304 -3.943 -0.062 -0.018 -0.076
H -5.327 -2.117 -2.408 -0.021 -0.057 0.000
H -3.841 -1.644 -0.521 0.035 0.051 -0.009
H -1.298 -1.079 2.887 -0.093 0.017 0.011
H -2.390 -2.136 4.826 0.020 -0.029 0.035
H -4.804 -1.804 5.217 -0.023 -0.017 0.039
H -6.135 -0.424 3.670 -0.032 0.004 -0.001
H -5.080 0.616 1.712 0.013 0.023 -0.029
H 2.259 3.981 -0.922 0.003 -0.007 0.048
H 3.672 3.337 -2.810 0.008 0.055 -0.030
H 4.397 1.007 -3.117 0.022 -0.004 -0.046
H 3.824 -0.701 -1.427 -0.008 -0.017 0.021
H 2.591 -0.038 0.597 0.014 -0.007 0.059
H 2.094 4.878 2.568 -0.018 0.003 -0.049
H 3.611 5.541 4.368 0.013 0.049 -0.001
H 4.458 3.868 5.968 0.023 0.009 0.028
H 3.771 1.506 5.773 0.011 -0.028 0.019
H 2.240 0.810 3.986 -0.004 0.019 -0.004


Calculated total energy? In order: -766.6744 -3688.0772 Ha.